1.
Below is a 2-piece molecular cluster, C9H8ClN overall in a non-equilibrium geometry, with properties calculated with the ωB97M-V functional and the def2-TZVPD basis.

Summary:
- Molar mass: 165.62 g/mol
- Net charge: 0
- Highest occupied orbital energy (spin up / spin down): -8.12 / -7.16 eV
- Spin multiplicity: 1
- E_tot: -23469.4729 eV
- Max |F|: 0.0658 hartree/bohr

```
19
Properties=species:S:1:pos:R:3:forces:R:3:nbo_charge:R:1
C 2.574 -1.382 0.154 1.09 0.29 -3.01 -0.2112
C 2.237 -0.924 -1.179 1.14 0.35 1.50 -0.1991
C 1.572 -1.304 1.070 -0.26 -0.78 1.46 -0.2206
C 1.054 -0.351 -1.558 -0.19 -1.24 -0.67 -0.2031
C 0.259 -0.897 0.687 1.38 -0.54 0.54 -0.1572
C 0.005 -0.399 -0.617 -0.99 0.21 1.28 -0.1791
C -2.500 0.270 -1.107 -2.52 2.02 -1.01 -0.4863
C -1.280 0.182 -0.774 1.90 0.98 1.82 0.1789
C -1.392 1.955 1.283 -1.26 -0.59 -1.17 0.2542
N -2.369 2.696 1.141 0.76 1.22 1.25 -0.6972
Cl -0.422 1.396 2.625 -0.03 0.69 0.20 -0.0290
H 3.642 -1.806 0.275 -2.06 0.89 0.30 0.2270
H 3.036 -0.810 -1.866 0.71 -0.48 -0.76 0.2044
H 1.902 -1.625 2.102 -1.24 0.40 -0.98 0.2213
H 0.925 -0.183 -2.655 -0.18 0.52 1.25 0.2287
H -0.521 -0.968 1.454 0.26 0.23 -0.70 0.2325
H -3.299 1.100 -1.033 1.75 -1.06 0.68 0.2497
H -2.783 -0.403 -1.859 -0.74 -1.47 -0.99 0.2106
H -2.639 3.451 1.857 0.47 -1.65 -0.97 0.3756
```
Positions in Å, forces in eV/Å.

***

2.
Below is a 15-piece molecular cluster, C3H35NO15S2 overall in a non-equilibrium geometry, with properties calculated with the ωB97M-V functional and the def2-TZVPD basis.

Summary:
- Molar mass: 389.44 g/mol
- Net charge: 0
- Highest occupied orbital energy: -7.81 eV
- Spin multiplicity: 1
- E_tot: -57550.1863 eV
- Max |F|: 0.0991 hartree/bohr

```
56
Properties=species:S:1:pos:R:3:forces:R:3:nbo_charge:R:1
S -3.007 2.105 2.977 1.60 2.88 0.34 -0.1713
S -3.419 0.195 3.024 -2.00 -3.00 0.18 0.0642
C -2.646 -0.920 1.804 -1.16 1.85 -1.04 -0.5494
C -1.148 -0.693 1.736 1.40 -1.31 0.81 -0.2875
N -0.755 0.203 0.678 -0.12 -3.25 -2.54 -0.6548
C -0.621 -0.286 -0.674 -1.73 3.67 3.08 0.5299
O -0.657 0.609 -1.555 1.07 -2.82 0.66 -0.6952
H -2.682 2.607 1.765 -0.58 -0.61 -0.30 0.1600
H -3.023 -1.905 2.081 0.49 -0.03 0.55 0.2451
H -3.197 -0.733 0.811 1.28 -0.11 1.10 0.2408
H -0.736 -1.708 1.552 -0.04 0.56 -0.16 0.2088
H -0.623 -0.367 2.711 -1.37 -0.42 -1.34 0.2521
H -0.447 1.092 0.930 0.51 1.85 0.12 0.4161
H -0.710 -1.413 -0.624 0.51 1.19 -1.15 0.2008
H 2.659 -0.016 2.813 0.31 0.01 -0.03 0.5028
H 1.417 0.893 2.500 0.90 -2.54 0.24 0.5125
O 1.704 -0.079 2.701 -1.34 2.56 0.16 -1.0118
H 1.522 -0.415 -2.414 2.09 1.59 -0.59 0.5259
H 2.471 0.069 -3.579 0.35 -0.47 -0.41 0.4936
O 2.395 0.115 -2.625 -2.61 -1.48 0.56 -0.9595
H 1.087 2.597 -1.614 0.02 -2.08 -0.22 0.4768
H 1.125 3.851 -2.310 0.41 1.14 -2.47 0.4837
O 0.973 3.507 -1.474 -0.44 1.08 3.31 -0.9627
H 0.669 -3.331 0.283 -0.33 -0.08 0.15 0.5083
H 0.027 -4.776 -0.243 0.37 4.40 -0.44 0.4730
O 0.020 -3.688 -0.363 -0.31 -4.81 0.01 -1.0065
H 3.748 -1.099 1.424 0.31 -0.04 0.16 0.4495
H 4.447 0.188 1.392 0.25 0.51 0.01 0.4869
O 4.427 -0.618 1.907 0.00 -0.53 0.60 -0.9342
H -3.131 -3.179 -0.118 0.63 -0.03 0.22 0.4805
H -1.850 -4.208 -0.200 -1.94 1.25 0.03 0.5007
O -2.838 -4.065 -0.356 1.12 -1.13 -0.04 -0.9824
H -2.023 2.616 -0.421 -0.25 0.01 0.07 0.4802
H -2.658 3.760 -1.162 -0.57 -0.73 0.90 0.4840
O -2.885 3.069 -0.486 1.24 0.73 -1.00 -0.9546
H 1.176 3.361 0.876 -0.40 -0.32 0.31 0.4953
H 0.948 3.436 2.375 0.14 1.08 1.44 0.4778
O 0.800 2.882 1.641 -0.18 -0.66 -1.69 -0.9641
H 2.889 2.074 0.213 0.04 1.29 -0.58 0.4676
H 3.119 0.594 0.087 -0.42 0.61 0.94 0.4866
O 2.846 1.295 0.737 0.55 -1.44 -0.87 -0.9685
H -3.136 -1.820 -2.403 2.09 -0.08 0.64 0.4866
H -2.191 -2.901 -1.857 0.04 -0.23 0.03 0.4891
O -2.180 -1.967 -2.096 -2.40 0.29 -1.03 -0.9756
H 2.260 -2.123 0.939 2.73 0.76 -0.90 0.4662
H 1.159 -1.612 1.795 -0.67 3.45 2.68 0.5156
O 1.414 -2.272 1.238 -1.34 -4.22 -1.78 -0.9481
H -3.437 1.133 -1.420 -2.83 -1.35 0.50 0.4844
H -4.365 0.954 -0.239 -0.40 0.06 0.11 0.4674
O -4.345 0.678 -1.162 3.05 1.11 -0.65 -0.9520
H 4.033 -1.798 -0.831 -0.20 1.85 0.07 0.4921
H 3.391 -0.515 -1.546 0.50 -0.50 0.38 0.5042
O 3.851 -0.819 -0.720 0.08 -1.85 -0.71 -1.0183
H -0.089 1.947 -3.267 0.64 -0.94 0.15 0.5082
H 1.456 1.423 -3.530 -1.11 0.11 0.70 0.4733
O 0.766 2.070 -3.702 0.00 1.17 -1.26 -0.9940
```
Positions in Å, forces in eV/Å.

***

> Among the records above, which one has the highest E_tot?

C9H8ClN